Molecular formula: C2H11N2O
Method: DFT, wB97M-V/def2-TZVPD

```
16
Properties=species:S:1:pos:R:3:forces:R:3:mulliken_charge:R:1
C -0.288 1.579 -0.221 -0.064 -0.282 -0.111 -0.390
O -0.781 2.694 0.452 -0.016 0.256 0.159 -0.487
C -1.119 0.413 0.285 0.097 -0.096 -0.230 -0.503
N -0.797 -0.815 -0.514 0.055 -0.170 -0.033 -0.227
H 0.770 1.394 -0.017 0.111 0.024 0.025 0.316
H -0.410 1.663 -1.311 -0.007 0.067 0.015 0.305
H -0.155 3.423 0.400 -0.031 0.052 -0.020 0.328
H -0.901 0.195 1.323 0.029 -0.027 0.190 0.289
H -2.179 0.626 0.190 -0.064 0.081 -0.077 0.353
H 0.133 -1.258 -0.202 -0.025 0.064 -0.154 0.365
H -0.713 -0.592 -1.511 -0.067 -0.017 0.151 0.384
H -1.539 -1.510 -0.424 0.094 -0.002 0.013 0.389
N 1.714 -1.860 0.271 0.371 0.147 0.214 -0.953
H 2.074 -2.720 -0.133 -0.185 -0.087 -0.171 0.271
H 1.714 -2.041 1.273 -0.071 0.014 0.060 0.279
H 2.476 -1.192 0.138 -0.228 -0.024 -0.029 0.281
```
Positions in Å, forces in eV/Å.

## Properties
E_HOMO: -14.578 eV
Frontier orbital gap: 0.4164 hartree
ΔE to the lowest compared entry with this formula, charge and spin: 0.288 eV
Calculated total energy: -7273.9875 eV
Total charge: +1

Molecular formula: C2H8S4
Method: DFT, wB97M-V/def2-TZVPD

```
14
Properties=species:S:1:pos:R:3:forces:R:3:mulliken_charge:R:1
S -1.084 1.781 0.143 0.266 -0.438 -1.009 -0.221
S -1.108 0.332 -1.375 -0.315 -0.154 0.440 -0.039
C -2.425 0.986 -2.439 -0.249 1.035 -0.072 -0.782
H -0.219 2.557 -0.545 -0.137 0.131 0.384 0.175
H -3.361 1.138 -1.876 0.457 -0.168 -0.176 0.288
H -2.647 0.382 -3.335 0.450 -0.069 0.547 0.303
H -2.045 1.970 -2.763 -0.453 -0.353 -0.098 0.266
S 1.383 -3.217 2.227 -0.256 -0.464 0.086 -0.220
S 2.299 -1.563 2.984 -0.282 0.413 -1.041 -0.046
C 2.263 -0.584 1.428 0.465 0.586 0.117 -0.564
H 0.124 -2.732 2.178 0.111 -0.090 0.083 0.157
H 2.929 -0.993 0.650 -0.247 -0.011 0.501 0.316
H 2.637 0.411 1.724 -0.144 -0.253 -0.248 0.250
H 1.253 -0.467 1.001 0.334 -0.166 0.486 0.117
```
Positions in Å, forces in eV/Å.

## Properties
E_HOMO: -8.865 eV
Frontier orbital gap: 0.3379 hartree
ΔE to the lowest compared entry with this formula, charge and spin: 0.241 eV
Calculated total energy: -45544.4999 eV
SMILES: CSS.CSS

Molecular formula: C8H13IN
Method: DFT, wB97M-V/def2-TZVPD

```
23
Properties=species:S:1:pos:R:3:forces:R:3:mulliken_charge:R:1
C -1.940 -0.726 2.141 0.248 0.787 3.173 -0.342
C -0.742 -0.731 2.745 1.190 -0.376 -1.637 -0.424
C -2.170 -1.328 0.846 -0.818 0.598 -0.198 -0.800
C 0.392 -1.262 2.012 0.988 2.911 7.547 -0.237
C -1.095 -1.848 0.179 2.570 -0.688 0.678 0.045
C 0.220 -1.753 0.797 -3.116 -3.731 -9.489 -0.402
C 1.403 2.089 -2.475 2.023 3.544 -0.464 -1.517
C 0.313 1.597 -1.665 -0.125 -0.312 1.558 0.029
N 0.855 0.719 -0.521 -1.761 1.252 -0.175 -0.156
I 1.830 -2.522 -0.422 -0.802 0.383 1.015 0.219
H -2.707 -0.400 2.837 -0.616 -0.127 -0.733 0.363
H -0.587 -0.456 3.758 -0.048 0.386 0.615 0.463
H -3.174 -1.180 0.509 -0.219 -0.464 -0.880 0.433
H 1.237 -1.550 2.598 0.465 -0.238 0.285 0.405
H -1.224 -2.371 -0.752 0.145 0.051 -0.282 0.462
H 1.869 0.681 -0.717 -0.628 -0.751 1.022 0.372
H 1.094 2.369 -3.445 -0.858 0.192 -1.147 0.379
H 2.068 2.987 -2.236 -1.245 -1.046 0.759 0.330
H 2.075 1.341 -2.657 1.888 -2.276 -0.561 0.494
H -0.278 1.012 -2.302 -1.062 -1.167 -0.511 0.243
H -0.290 2.356 -1.239 -0.637 0.702 0.494 0.323
H 0.284 -0.174 -0.361 1.237 -0.007 -0.932 -0.062
H 0.567 1.151 0.369 1.181 0.377 -0.137 0.377
```
Positions in Å, forces in eV/Å.

## Properties
E_HOMO (spin up / spin down): -8.936 / -13.067 eV
Frontier orbital gap (spin up / spin down): 0.2149 / 0.2254 hartree
Multiplicity: 3
ΔE to the lowest compared entry with this formula, charge and spin: 1.690 eV
<S²>: 2.040
Calculated total energy: -18085.4010 eV
Total charge: +1

Molecular formula: C7H7N3O
Method: DFT, wB97M-V/def2-TZVPD

```
18
Properties=species:S:1:pos:R:3:forces:R:3:mulliken_charge:R:1
C -0.310 2.511 -0.070 -1.458 0.987 -0.799 0.201
C -1.116 -1.145 -0.568 -0.397 0.596 -0.999 -0.089
C 0.997 2.183 0.128 1.784 -1.512 1.442 0.017
C 1.984 1.657 0.618 -1.240 2.092 -0.560 0.575
C 0.367 0.260 -2.051 -1.310 -0.953 0.057 0.564
C 3.203 1.223 1.266 0.743 3.772 0.005 -1.307
C -2.831 -2.494 0.124 0.465 -0.720 1.837 -0.709
N -1.394 2.856 -0.285 0.660 -0.349 0.276 -0.448
N -0.504 -0.250 -1.435 -0.620 -0.898 0.295 -0.126
N -2.105 -1.843 -0.871 0.560 1.253 -1.833 -0.393
O 1.072 0.788 -2.788 1.713 1.084 -0.947 -0.445
H -0.736 -1.066 0.399 0.639 0.032 1.945 0.338
H 2.905 0.417 1.786 -0.486 -3.093 2.194 0.366
H 3.705 1.997 2.004 -1.201 -1.374 -1.715 0.280
H 3.861 0.926 0.498 1.214 -0.340 -0.660 0.324
H -3.847 -2.184 0.109 -1.039 0.021 -0.418 0.275
H -2.736 -3.554 -0.023 -0.383 -0.636 -0.078 0.268
H -2.516 -2.284 1.159 0.357 0.037 -0.041 0.309
```
Positions in Å, forces in eV/Å.

## Properties
E_HOMO: -10.036 eV
Frontier orbital gap: 0.3794 hartree
ΔE to the lowest compared entry with this formula, charge and spin: 4.458 eV
Calculated total energy: -13886.5266 eV
SMILES: C/N=C/N=C=O.CC#CC#N

Molecular formula: C9H14O
Method: DFT, wB97M-V/def2-TZVPD

```
24
Properties=species:S:1:pos:R:3:forces:R:3:mulliken_charge:R:1
C -1.515 -1.631 2.237 -0.562 0.133 -0.538 -1.430
C -0.175 -0.909 0.219 -0.138 0.161 -0.059 -1.214
C -0.223 -1.204 1.605 0.099 -0.397 0.000 1.016
C 1.102 -0.588 -0.349 0.215 0.337 -0.508 -0.214
C 2.247 -0.600 0.392 0.118 -0.743 0.755 0.299
C 0.951 -1.302 2.307 0.020 -0.029 0.426 -0.485
C 2.223 -1.040 1.740 0.361 0.352 -0.575 -0.755
O 3.501 -0.335 -0.149 0.100 0.016 -0.023 -0.462
H -1.063 -0.710 -0.374 -0.098 -0.160 0.190 0.198
H 1.192 -0.431 -1.419 -0.034 0.152 -0.122 0.364
H -1.824 -2.618 1.853 0.073 0.136 0.114 0.319
H -2.328 -0.939 1.953 0.154 -0.135 0.176 0.268
H 0.950 -1.634 3.342 -0.262 -0.006 0.029 0.184
H 3.381 -0.014 -1.047 -0.166 -0.001 0.007 0.233
H 3.135 -1.167 2.308 0.022 0.157 -0.041 0.393
H -1.466 -1.681 3.322 0.097 0.024 0.147 0.322
C -0.604 2.267 -1.870 -0.064 0.032 -0.474 -0.699
C -1.927 1.938 -2.568 0.107 -0.004 -0.500 -0.822
H -0.525 1.773 -0.901 0.045 0.242 0.056 0.149
H 0.234 1.927 -2.478 0.051 -0.205 0.103 0.208
H -0.476 3.350 -1.799 -0.032 -0.044 0.307 0.348
H -1.807 1.939 -3.663 -0.016 0.110 0.236 0.252
H -2.705 2.672 -2.344 -0.025 -0.199 0.147 0.272
H -2.277 0.937 -2.316 -0.065 0.071 0.146 0.256
```
Positions in Å, forces in eV/Å.

## Properties
E_HOMO (spin up / spin down): 0.802 / -3.238 eV
Frontier orbital gap (spin up / spin down): 0.1059 / 0.2524 hartree
Multiplicity: 2
ΔE to the lowest compared entry with this formula, charge and spin: 0.111 eV
<S²>: 0.760
Calculated total energy: -11606.2069 eV
Total charge: -1

Molecular formula: C22H30FNO2P
Method: DFT, wB97M-V/def2-TZVPD

```
57
Properties=species:S:1:pos:R:3:forces:R:3:mulliken_charge:R:1
C 3.295 2.867 -2.288 0.319 0.050 0.287 -0.977
C 1.943 2.254 -1.543 0.421 0.948 -0.731 0.042
N 0.881 3.368 -1.596 0.159 -1.780 -0.157 -0.353
C -0.526 2.772 -1.527 0.998 1.494 1.236 0.121
O -1.242 2.543 -2.826 1.797 0.638 4.078 -0.441
P -2.875 2.236 -2.200 -2.489 -2.428 -0.156 -0.040
O -2.813 3.655 -1.134 3.835 1.779 1.272 -0.392
C -1.393 4.026 -0.843 -1.612 -1.007 -2.668 0.067
F -1.089 4.379 0.579 -0.716 -1.148 -2.571 -0.295
H 3.012 3.874 -2.857 0.551 -2.273 1.381 0.289
H 3.735 2.120 -3.074 -0.878 1.323 1.488 0.259
H 4.156 3.076 -1.501 -1.766 -0.296 -1.632 0.220
H 1.615 1.306 -2.160 0.367 1.960 1.509 0.179
H 2.103 2.027 -0.400 0.100 -0.110 -2.305 0.212
H 1.082 3.949 -0.742 -0.850 -0.759 -1.131 0.238
H -0.354 1.810 -0.848 -1.201 1.795 -1.498 -0.167
H -2.903 0.969 -2.944 -0.273 0.297 -0.277 0.005
H -2.475 1.380 -1.107 0.926 0.501 0.233 -0.101
H -4.224 2.006 -1.666 0.058 -0.076 -0.090 -0.021
H -3.589 2.871 -3.286 1.091 0.848 0.019 -0.020
H -1.071 4.977 -1.485 -0.772 -1.810 1.713 0.189
C 1.037 -0.894 0.358 0.075 -0.213 -0.055 -0.378
C 0.207 -1.309 -0.682 0.033 -0.032 0.004 -0.263
C 0.448 -2.523 -1.326 0.151 0.027 0.184 -0.687
C 1.514 -3.327 -0.921 -0.060 0.165 0.076 -0.221
C 2.342 -2.913 0.121 -0.112 0.071 -0.045 -0.487
C 2.107 -1.695 0.758 -0.150 -0.049 -0.145 -0.420
H 0.851 0.054 0.857 -0.004 -0.134 -0.094 0.490
H -0.628 -0.687 -0.993 0.094 -0.033 0.021 0.389
H -0.196 -2.844 -2.141 0.072 0.073 0.114 0.382
H 1.699 -4.275 -1.419 0.005 0.119 0.039 0.458
H 3.173 -3.540 0.437 -0.088 0.081 -0.051 0.379
H 2.756 -1.370 1.567 -0.076 -0.040 -0.093 0.362
C 1.937 -7.085 -0.242 0.056 -0.145 -0.038 -0.274
C 1.107 -7.500 -1.282 0.122 -0.086 0.028 -0.439
C 1.348 -8.714 -1.926 0.132 0.033 0.159 -0.362
C 2.414 -9.518 -1.521 -0.051 0.174 0.077 -0.367
C 3.242 -9.104 -0.479 -0.113 0.091 -0.052 -0.337
C 3.007 -7.885 0.158 -0.142 -0.070 -0.161 -0.443
H 1.751 -6.137 0.257 0.010 -0.130 -0.075 0.439
H 0.272 -6.877 -1.593 0.134 -0.076 0.052 0.393
H 0.704 -9.035 -2.741 0.081 0.044 0.117 0.349
H 2.599 -10.466 -2.019 -0.021 0.132 0.067 0.340
H 4.073 -9.731 -0.163 -0.120 0.097 -0.053 0.345
H 3.656 -7.561 0.967 -0.092 -0.041 -0.101 0.354
C -4.486 5.080 3.741 0.227 0.093 0.062 -0.506
C -4.258 5.495 5.053 0.123 0.004 -0.075 -0.296
C -2.995 5.950 5.431 -0.026 -0.037 -0.155 -0.359
C -1.962 5.998 4.494 -0.269 -0.078 -0.034 -0.443
C -2.192 5.587 3.182 0.009 0.073 0.133 -0.318
C -3.452 5.124 2.806 -0.052 0.039 0.077 -0.238
H -5.470 4.723 3.448 0.144 0.041 0.026 0.356
H -5.064 5.464 5.781 0.109 -0.004 -0.081 0.337
H -2.815 6.267 6.455 -0.030 -0.029 -0.107 0.336
H -0.979 6.357 4.788 -0.117 -0.048 -0.036 0.338
H -1.387 5.626 2.452 -0.228 -0.068 0.115 0.370
H -3.629 4.798 1.785 0.107 0.011 0.099 0.406
```
Positions in Å, forces in eV/Å.

## Properties
E_HOMO: -3.983 eV
Frontier orbital gap: 0.2305 hartree
ΔE to the lowest compared entry with this formula, charge and spin: 3.380 eV
Calculated total energy: -40888.5393 eV
Total charge: -1